(1)
Here is 6 unconnected molecules or ions with the total composition C42H90NOSi in a non-equilibrium geometry from the OMol25 dataset. Energies are from ωB97M-V/def2-TZVPD.

Geometry as XYZ:
```
135
Properties=species:S:1:pos:R:3:lowdin_charge:R:1
C 1.25 -4.31 0.47 0.015
C -0.09 -4.26 -0.21 -0.096
C -1.05 -2.91 -0.26 -0.081
C -2.43 -2.75 -1.12 0.049
C -3.24 -1.30 -1.03 0.042
C -2.58 -0.09 -0.10 0.069
N -1.27 -0.26 0.65 -0.080
C -0.63 0.86 1.47 -0.113
C 0.34 1.81 0.49 -0.217
O 0.18 1.51 -0.94 -0.277
Si 1.57 0.65 -1.60 0.468
C 2.56 -0.41 -0.33 -0.205
C 0.84 -0.62 -2.90 -0.203
C 2.82 1.76 -2.57 -0.207
C -0.54 -1.61 0.60 0.087
H 1.85 -5.34 0.53 0.092
H 1.80 -3.38 0.93 0.063
H -0.48 -5.21 -0.79 0.107
H -2.79 -3.66 -1.77 0.106
H -4.25 -1.17 -1.64 0.120
H -3.17 0.93 -0.06 0.142
H 0.10 0.39 2.29 0.136
H -1.43 1.54 2.04 0.147
H -0.09 2.91 0.64 0.138
H 1.45 1.86 0.87 0.125
H 3.69 -0.02 -0.31 0.072
H 2.56 -1.54 -0.68 0.054
H 2.18 -0.31 0.78 0.028
H 1.66 -1.14 -3.55 0.056
H 0.16 0.02 -3.65 0.060
H 0.08 -1.39 -2.40 0.022
H 3.60 2.21 -1.82 0.053
H 3.44 1.02 -3.28 0.070
H 2.28 2.54 -3.26 0.055
H 0.46 -1.68 1.21 0.115
C 1.56 2.31 -7.07 -0.112
C 2.90 1.59 -6.94 -0.271
C 3.99 2.46 -6.31 -0.234
C 4.37 3.71 -7.10 -0.225
C 4.84 3.47 -8.54 -0.274
C 6.11 2.63 -8.62 -0.115
H 1.64 3.18 -7.73 0.070
H 0.81 1.63 -7.48 0.071
H 1.21 2.65 -6.09 0.067
H 3.22 1.22 -7.92 0.102
H 2.75 0.70 -6.31 0.096
H 4.89 1.84 -6.16 0.102
H 3.67 2.77 -5.31 0.084
H 5.17 4.24 -6.56 0.112
H 3.52 4.40 -7.13 0.101
H 5.03 4.44 -9.01 0.108
H 4.05 2.99 -9.12 0.099
H 6.93 3.11 -8.08 0.077
H 6.42 2.52 -9.67 0.073
H 5.96 1.63 -8.21 0.066
C -1.95 -0.05 5.12 -0.109
C -0.83 0.95 5.34 -0.287
C -0.58 1.27 6.81 -0.221
C -1.76 1.93 7.55 -0.221
C -2.26 3.24 6.94 -0.273
C -1.22 4.35 6.95 -0.108
H -2.91 0.33 5.48 0.073
H -2.06 -0.27 4.06 0.047
H -1.74 -0.99 5.64 0.081
H -1.04 1.87 4.78 0.088
H 0.09 0.54 4.91 0.095
H 0.30 1.92 6.89 0.104
H -0.32 0.35 7.34 0.113
H -1.45 2.11 8.59 0.115
H -2.59 1.22 7.60 0.102
H -3.13 3.57 7.53 0.111
H -2.63 3.07 5.92 0.085
H -0.88 4.55 7.96 0.082
H -1.65 5.27 6.54 0.053
H -0.36 4.09 6.33 0.069
C 4.74 -7.22 5.86 -0.113
C 3.23 -7.37 5.88 -0.272
C 2.62 -7.59 4.49 -0.225
C 2.83 -6.44 3.50 -0.230
C 2.29 -5.08 3.95 -0.278
C 0.78 -5.07 4.16 -0.113
H 5.05 -6.34 5.29 0.065
H 5.13 -7.10 6.88 0.073
H 5.22 -8.10 5.42 0.078
H 2.78 -6.50 6.36 0.099
H 2.98 -8.23 6.51 0.109
H 1.55 -7.79 4.61 0.102
H 3.06 -8.50 4.06 0.113
H 2.34 -6.72 2.55 0.094
H 3.90 -6.34 3.27 0.104
H 2.54 -4.34 3.18 0.081
H 2.79 -4.76 4.87 0.103
H 0.26 -5.35 3.24 0.063
H 0.45 -4.07 4.44 0.066
H 0.48 -5.76 4.96 0.072
C -2.80 5.18 3.15 -0.109
C -2.25 6.60 3.06 -0.266
C -2.77 7.52 4.16 -0.222
C -4.29 7.75 4.15 -0.225
C -4.86 8.33 2.85 -0.276
C -4.32 9.71 2.52 -0.114
H -3.88 5.16 3.02 0.071
H -2.36 4.56 2.36 0.054
H -2.56 4.73 4.11 0.054
H -2.47 7.02 2.07 0.100
H -1.15 6.55 3.14 0.106
H -2.26 8.48 4.09 0.105
H -2.49 7.10 5.14 0.096
H -4.54 8.43 4.98 0.113
H -4.80 6.81 4.37 0.100
H -5.95 8.40 2.95 0.107
H -4.67 7.64 2.02 0.097
H -4.53 10.42 3.32 0.078
H -4.79 10.08 1.60 0.072
H -3.24 9.69 2.35 0.067
C -0.85 -4.95 -3.86 -0.113
C -1.66 -3.85 -4.51 -0.278
C -3.04 -4.31 -4.99 -0.229
C -3.03 -5.40 -6.07 -0.223
C -2.27 -5.03 -7.35 -0.272
C -2.87 -3.84 -8.09 -0.113
H -0.63 -5.76 -4.57 0.076
H 0.11 -4.56 -3.51 0.069
H -1.37 -5.38 -3.00 0.056
H -1.10 -3.41 -5.34 0.107
H -1.80 -3.04 -3.78 0.070
H -3.60 -3.44 -5.35 0.103
H -3.60 -4.70 -4.12 0.102
H -4.07 -5.64 -6.33 0.114
H -2.60 -6.32 -5.66 0.102
H -2.29 -5.90 -8.02 0.110
H -1.22 -4.84 -7.13 0.099
H -3.92 -4.03 -8.35 0.079
H -2.32 -3.65 -9.01 0.074
H -2.83 -2.93 -7.48 0.065
```

Highest occupied orbital energy: -0.4454 hartree
Charge: +1
Gap between HOMO and LUMO: 7.476 eV

***

(2)
Here is a molecular structure, C20H40O19PtRb2S in a non-equilibrium geometry from the OMol25 dataset. Energies are from ωB97M-V/def2-TZVPD.

Geometry as XYZ:
```
83
Properties=species:S:1:pos:R:3:lowdin_charge:R:1
Pt 0.49 -0.68 -0.07 1.341
Rb 2.03 5.21 -0.84 1.009
Rb 3.76 4.05 2.63 1.000
S 1.30 2.04 0.04 0.263
O 0.37 2.97 -0.61 -0.425
O 1.78 0.99 -0.90 -0.409
O 2.36 2.82 0.69 -0.633
O 0.55 1.21 1.07 -0.443
C 5.03 -3.14 2.63 -0.048
C 3.55 -3.10 2.35 -0.180
O 2.95 -2.19 3.30 0.076
C 1.86 -1.54 2.94 -0.590
O 1.28 -1.68 1.88 0.020
O 1.50 -0.77 3.92 0.061
C 0.37 0.07 3.74 -0.007
H 5.43 -2.13 2.70 0.079
H 5.57 -3.75 1.91 0.088
H 5.22 -3.61 3.60 0.087
H 3.11 -4.08 2.53 0.139
H 3.35 -2.81 1.33 0.099
H 0.06 0.39 4.73 0.112
H -0.46 -0.43 3.26 0.083
H 0.65 0.97 3.19 0.077
C -4.48 -2.28 -2.43 -0.039
C -3.32 -1.42 -1.97 -0.194
O -2.64 -0.85 -3.11 0.087
C -1.49 -0.26 -2.89 -0.597
O -0.87 -0.28 -1.85 -0.012
O -1.10 0.36 -3.98 0.052
C 0.10 1.15 -3.87 0.013
H -4.70 -2.94 -1.60 0.085
H -4.18 -2.84 -3.32 0.091
H -5.34 -1.67 -2.69 0.086
H -2.65 -1.97 -1.31 0.116
H -3.71 -0.59 -1.37 0.129
H 0.46 1.31 -4.88 0.105
H 0.82 0.69 -3.19 0.077
H -0.17 2.14 -3.47 0.087
C 2.46 -4.07 -4.21 -0.046
C 2.42 -3.76 -2.72 -0.183
O 3.53 -2.90 -2.40 0.074
C 3.40 -1.98 -1.47 -0.561
O 2.38 -1.72 -0.86 -0.031
O 4.55 -1.34 -1.32 0.047
C 4.61 -0.32 -0.32 -0.019
H 2.23 -3.19 -4.80 0.080
H 1.79 -4.89 -4.44 0.086
H 3.48 -4.39 -4.44 0.088
H 2.52 -4.68 -2.14 0.132
H 1.48 -3.28 -2.44 0.114
H 5.58 -0.42 0.15 0.103
H 3.81 -0.42 0.41 0.082
H 4.52 0.65 -0.81 0.095
C -2.66 3.66 -2.73 -0.039
C -1.96 4.75 -1.97 -0.195
O -2.46 4.74 -0.62 0.059
C -1.72 5.31 0.31 -0.616
O -0.75 6.01 0.11 0.031
O -2.23 5.01 1.49 0.019
C -1.49 5.42 2.65 -0.011
H -2.49 2.69 -2.26 0.068
H -2.27 3.62 -3.75 0.090
H -3.73 3.86 -2.78 0.095
H -2.17 5.73 -2.41 0.140
H -0.88 4.60 -1.96 0.084
H -1.01 6.39 2.55 0.097
H -0.77 4.63 2.88 0.095
H -2.22 5.42 3.46 0.105
C -2.88 -3.16 3.99 -0.053
C -2.47 -2.67 2.62 -0.175
O -3.05 -1.35 2.45 0.074
C -2.49 -0.54 1.59 -0.619
O -1.52 -0.83 0.93 -0.031
O -3.12 0.60 1.56 0.058
C -2.62 1.63 0.68 0.013
H -2.48 -2.52 4.77 0.083
H -2.52 -4.17 4.18 0.089
H -3.96 -3.17 4.11 0.089
H -2.82 -3.33 1.83 0.133
H -1.38 -2.58 2.57 0.109
H -1.69 2.03 1.08 0.079
H -3.39 2.39 0.67 0.107
H -2.40 1.22 -0.30 0.077
```

Highest occupied orbital energy (alpha / beta): -0.5140 / -0.5096 hartree
2S+1: 3
Charge: +2
Expectation value of S²: 2.0033
Gap between HOMO and LUMO (alpha / beta): 8.178 / 8.057 eV

***

(3)
Here is 6 unconnected molecules or ions with the total composition C4H20N8O6 in a non-equilibrium geometry from the OMol25 dataset. Energies are from ωB97M-V/def2-TZVPD.

Geometry as XYZ:
```
38
Properties=species:S:1:pos:R:3:lowdin_charge:R:1
O -1.62 2.23 -2.04 -0.030
H -1.33 2.36 -2.94 0.066
H -2.56 2.08 -2.11 0.054
O 0.39 0.58 -0.87 -0.053
H 0.87 1.32 -0.49 0.032
H -0.39 0.98 -1.25 -0.032
C 2.52 -0.74 2.02 -0.722
O 1.40 -0.35 2.36 -0.009
N 3.37 -1.45 2.79 0.160
N 2.98 -0.72 0.79 0.171
H 3.17 -1.55 3.77 0.116
H 4.35 -1.59 2.57 0.108
H 3.91 -1.06 0.63 0.118
H 2.40 -0.36 0.05 0.089
C -2.74 -1.35 1.00 -0.679
O -2.49 -1.48 2.15 0.192
N -3.57 -2.06 0.31 0.314
N -2.31 -0.41 0.20 0.436
H -3.81 -1.74 -0.62 0.117
H -3.93 -2.93 0.66 0.170
H -1.61 0.18 0.63 0.166
H -2.41 -0.48 -0.81 0.092
C 2.60 3.22 2.71 -0.784
O 3.40 4.15 2.92 0.007
N 2.09 2.96 1.55 0.167
N 2.36 2.34 3.63 0.173
H 1.58 2.10 1.44 0.072
H 2.51 3.40 0.74 0.125
H 1.57 1.72 3.49 0.090
H 2.86 2.48 4.49 0.129
C -2.31 -1.42 -3.44 -0.652
O -3.03 -0.89 -2.55 -0.043
N -2.66 -2.45 -4.22 0.184
N -1.03 -1.17 -3.53 0.188
H -1.91 -2.87 -4.75 0.117
H -3.53 -2.97 -4.16 0.129
H -0.65 -0.56 -2.82 0.091
H -0.44 -1.49 -4.29 0.132
```

Highest occupied orbital energy (alpha / beta): -0.4068 / -0.4068 hartree
Energy above the lowest of the compared OMol25 structures with the same formula, charge and spin: 0.0 kcal/mol
2S+1: 2
Charge: +1
Expectation value of S²: 0.7620
Gap between HOMO and LUMO (alpha / beta): 8.219 / 2.364 eV

***

(4)
Here is 2 unconnected molecules or ions with the total composition C3H5F2NO2 in a non-equilibrium geometry from the OMol25 dataset. Energies are from ωB97M-V/def2-TZVPD.

Geometry as XYZ:
```
13
Properties=species:S:1:pos:R:3:lowdin_charge:R:1
O -0.24 2.70 -1.07 0.020
N -0.57 1.67 -0.57 -0.121
C -0.79 0.56 -0.37 -0.001
C -1.34 -0.55 0.32 -0.302
O -2.72 -0.53 0.39 -0.038
H -0.97 -1.60 0.05 0.152
H -0.81 -0.64 1.34 0.137
H -3.10 0.38 0.34 0.126
F 1.83 -1.02 -1.24 -0.012
C 2.19 -0.34 -0.10 -0.217
F 1.39 -0.87 0.90 -0.041
H 1.80 0.75 -0.23 0.130
H 3.33 -0.51 0.25 0.167
```

Highest occupied orbital energy: -0.3525 hartree
Energy above the lowest of the compared OMol25 structures with the same formula, charge and spin: 106.9 kcal/mol
Structure (SMILES): [O-][N+]#CCO.FCF
Charge: 0
Gap between HOMO and LUMO: 10.163 eV

***

(5)
Here is a molecular structure, C21H21BBaN12O6 in a non-equilibrium geometry from the OMol25 dataset. Energies are from ωB97M-V/def2-TZVPD.

Geometry as XYZ:
```
62
Properties=species:S:1:pos:R:3:lowdin_charge:R:1
Ba 0.16 -0.93 0.31 2.189
O -0.71 1.56 4.09 -0.064
C -2.03 1.09 4.20 -0.219
C -2.12 -0.20 5.01 -0.095
N -1.89 -1.46 4.28 -0.060
C -0.62 -2.11 4.35 -0.026
C 0.58 -1.56 3.42 -0.603
O 1.58 -2.20 3.62 0.075
O 0.31 -0.56 2.64 -0.330
C -2.89 -1.90 3.40 -0.043
C -2.74 -1.27 1.88 -0.612
O -3.55 -0.39 1.65 0.048
O -1.83 -1.82 1.22 -0.266
H -0.23 0.96 3.49 0.035
H -2.52 0.99 3.24 0.110
H -2.59 1.82 4.78 0.119
H -3.12 -0.28 5.45 0.127
H -1.39 -0.15 5.80 0.130
H -0.72 -3.16 4.09 0.134
H -0.23 -2.02 5.36 0.127
H -3.86 -1.58 3.75 0.125
H -2.82 -2.98 3.27 0.134
C -2.59 -0.83 -3.26 -0.062
C -2.51 -0.77 -1.85 -0.150
N -1.46 -0.05 -1.47 -0.126
N -0.86 0.39 -2.61 -0.023
C -1.51 -0.09 -3.70 -0.094
B 0.48 1.25 -2.57 -0.586
N 0.53 2.14 -1.26 -0.006
C 0.34 3.48 -1.13 -0.078
C 0.55 3.82 0.19 -0.066
C 0.87 2.60 0.82 -0.152
N 0.85 1.59 -0.05 -0.108
N 1.70 0.25 -2.60 0.002
C 2.93 0.35 -3.17 -0.084
C 3.60 -0.83 -2.96 -0.066
C 2.70 -1.62 -2.21 -0.162
N 1.56 -0.97 -1.99 -0.079
N 0.40 2.23 -3.78 -0.026
C -0.72 2.90 -4.16 -0.126
C -0.37 3.77 -5.15 -0.083
C 1.02 3.56 -5.32 -0.174
N 1.49 2.64 -4.49 0.075
H -3.32 -1.35 -3.87 0.086
H -3.16 -1.21 -1.10 0.100
H -1.16 0.13 -4.70 0.123
H 0.09 4.09 -1.99 0.112
H 0.49 4.81 0.63 0.085
H 1.12 2.41 1.87 0.106
H 3.22 1.25 -3.71 0.095
H 4.60 -1.09 -3.29 0.087
H 2.82 -2.64 -1.85 0.100
H -1.67 2.71 -3.68 0.129
H -1.02 4.46 -5.69 0.083
H 1.70 4.05 -6.01 0.092
O 0.86 -3.08 0.40 -0.432
N 1.98 -2.57 0.76 -0.226
C 2.94 -3.42 0.98 -0.320
C 2.70 -4.86 0.86 -0.176
N 2.51 -5.99 0.79 0.139
C 4.24 -2.88 1.36 -0.176
N 5.27 -2.47 1.67 0.131
```

Highest occupied orbital energy (alpha / beta): -0.2302 / -0.2305 hartree
Energy above the lowest of the compared OMol25 structures with the same formula, charge and spin: 58.5 kcal/mol
2S+1: 2
Charge: -1
Expectation value of S²: 0.7563
Gap between HOMO and LUMO (alpha / beta): 8.486 / 5.861 eV

***

(6)
Here is 7 unconnected molecules or ions with the total composition C22H30BF6NO20S in a non-equilibrium geometry from the OMol25 dataset. Energies are from ωB97M-V/def2-TZVPD.

Geometry as XYZ:
```
81
Properties=species:S:1:pos:R:3:lowdin_charge:R:1
O 2.00 1.80 -1.26 0.132
C 1.37 2.77 -1.63 -0.466
O 0.17 3.16 -1.09 0.081
C -0.16 4.38 -1.71 -0.064
C 0.60 4.32 -2.99 -0.313
F 0.98 5.55 -3.39 0.080
O 1.75 3.59 -2.65 0.149
H 0.15 5.21 -1.07 0.153
H -1.24 4.46 -1.87 0.148
H 0.07 3.81 -3.80 0.182
O -2.81 2.24 -4.59 0.136
C -2.92 1.51 -3.61 -0.506
O -3.44 1.91 -2.41 0.069
C -3.52 0.75 -1.61 -0.082
C -2.50 -0.15 -2.23 -0.328
F -2.86 -1.44 -2.10 0.080
O -2.54 0.20 -3.59 0.147
H -4.54 0.33 -1.67 0.155
H -3.30 0.98 -0.56 0.112
H -1.49 0.00 -1.84 0.181
O -2.75 -0.27 1.09 0.134
C -3.61 -0.16 1.96 -0.494
O -4.65 0.72 1.90 0.077
C -5.47 0.44 3.02 -0.066
C -4.52 -0.22 3.96 -0.320
F -5.14 -1.13 4.73 0.087
O -3.62 -0.89 3.11 0.136
H -6.29 -0.23 2.72 0.152
H -5.90 1.35 3.44 0.151
H -3.96 0.49 4.60 0.183
O -5.12 -4.43 8.55 0.145
C -4.98 -4.76 7.39 -0.500
O -3.86 -5.40 6.91 0.078
C -4.14 -5.73 5.57 -0.076
C -5.20 -4.75 5.20 -0.348
F -6.05 -5.27 4.29 0.083
O -5.90 -4.55 6.41 0.144
H -4.49 -6.77 5.51 0.153
H -3.25 -5.63 4.94 0.138
H -4.81 -3.79 4.84 0.150
O 4.35 9.23 -1.02 0.143
C 4.38 8.42 -1.94 -0.502
O 3.27 7.84 -2.48 0.072
C 3.72 7.08 -3.59 -0.081
C 5.15 6.84 -3.25 -0.327
F 5.90 6.76 -4.37 0.081
O 5.52 7.99 -2.54 0.143
H 3.59 7.66 -4.50 0.152
H 3.15 6.15 -3.68 0.122
H 5.32 5.95 -2.63 0.180
O -5.82 -6.41 -0.12 0.155
C -5.23 -5.48 0.41 -0.494
O -5.19 -4.21 -0.11 0.085
C -4.54 -3.41 0.86 -0.074
C -3.73 -4.41 1.61 -0.311
F -3.59 -4.04 2.90 0.070
O -4.52 -5.58 1.57 0.137
H -5.28 -2.91 1.48 0.147
H -3.91 -2.65 0.37 0.131
H -2.75 -4.62 1.17 0.184
C 6.70 0.50 -3.03 -0.050
B 5.14 0.73 -2.46 -0.487
O 4.53 2.06 -2.29 0.020
N 4.30 -0.50 -2.08 0.005
C 4.51 -0.67 -0.56 -0.177
C 4.51 -2.27 -0.16 -0.189
O 5.54 -2.66 0.81 -0.254
C 6.83 -2.97 0.18 -0.528
S 6.81 -4.58 -0.83 0.613
H 6.69 -0.24 -3.94 0.074
H 7.35 0.06 -2.16 0.064
H 7.13 1.58 -3.31 0.082
H 3.77 1.97 -1.62 0.061
H 4.77 -1.29 -2.60 0.097
H 5.46 -0.08 -0.20 0.126
H 3.57 -0.14 -0.04 0.127
H 3.46 -2.46 0.37 0.145
H 4.48 -2.90 -1.15 0.111
H 7.31 -2.07 -0.41 0.102
H 7.58 -3.19 1.08 0.110
H 7.75 -5.47 -0.24 -0.124
```

Highest occupied orbital energy: -0.3408 hartree
Structure (SMILES): O=C1OC[C@@H](F)O1.O=C1OC[C@@H](F)O1.O=C1OC[C@@H](F)O1.O=C1OC[C@@H](F)O1.O=C1OC[C@@H](F)O1.O=C1OC[C@@H](F)O1.CB(O)NCCOCS
Charge: 0
Gap between HOMO and LUMO: 9.134 eV

***

> Which of these has the lowest charge?

C21H21BBaN12O6